Record 1
DFT (ωB97M-V with the def2-TZVPD basis set) results for an isolated molecule of C10H20BN at a distorted geometry.

Calculated values
- SMILES string = CN(C)B1[C@H]2CCC[C@@H]1CCC2
- charge = 0
- highest occupied orbital energy (eV) = -8.786
- LUMO level (eV) = 0.72
- energy relative to the best compared isomer or geometry (same formula, charge and spin) (kJ/mol) = 0.0
- DFT total energy (eV) = -12860.6467

Each line ends with the Mulliken charge.
Element x y z (Å)
B: -0.46 0.02 0.20  -0.0863
N: -1.81 0.30 0.34  0.1484
C: -2.48 1.12 -0.52  -1.1157
C: -2.52 -0.25 1.44  -1.0341
C: 0.36 -1.79 -1.53  -0.7331
C: 1.56 1.45 1.14  -0.7363
C: 0.78 -2.09 -0.07  -1.1273
C: 0.90 -0.39 -1.87  -1.3678
C: 1.82 -0.06 1.43  -1.4229
C: 1.39 1.67 -0.36  -1.2671
C: 0.58 -1.00 1.01  0.1736
C: 0.32 0.73 -1.01  0.4690
H: -2.06 2.15 -0.61  0.3355
H: -3.47 1.23 -0.18  0.3353
H: -2.53 0.76 -1.58  0.3162
H: -2.49 -1.31 1.42  0.3388
H: -2.06 0.10 2.38  0.3041
H: -3.62 0.00 1.45  0.2322
H: -0.73 -1.73 -1.65  0.2247
H: 0.70 -2.59 -2.19  0.4713
H: 0.69 1.83 1.80  0.1809
H: 2.40 2.05 1.44  0.5358
H: 1.86 -2.40 -0.08  0.3718
H: 0.33 -3.01 0.34  0.3317
H: 0.72 -0.07 -2.92  0.3336
H: 1.99 -0.24 -1.84  0.4890
H: 2.64 -0.32 0.86  0.4979
H: 2.06 -0.30 2.42  0.5174
H: 1.10 2.69 -0.71  0.3100
H: 2.36 1.51 -0.83  0.4266
H: 0.09 -1.42 1.87  0.7910
H: -0.41 1.35 -1.58  0.7557

---

Record 2
DFT (ωB97M-V with the def2-TZVPD basis set) results for a structure of composition C18H20N2O3Rh.

Calculated values
- 2S+1 = 5
- charge = +1
- expectation value of S² = 6.0995
- highest occupied orbital energy (spin up / spin down) (eV) = -11.388 / -11.895
- LUMO level (spin up / spin down) (eV) = -3.30 / -5.75
- DFT total energy (eV) = -31110.7431

Each line ends with the Mulliken charge.
Element x y z (Å)
Rh: -0.29 -0.47 0.26  0.6058
O: -1.36 -0.68 1.96  -0.7789
C: -1.66 0.45 2.49  1.1534
C: -2.71 0.58 3.44  -0.6346
C: -3.12 1.83 3.82  -0.4837
C: -2.50 2.98 3.31  -0.5494
C: -1.41 2.88 2.44  -0.5223
C: -0.97 1.63 2.05  0.2233
C: 0.22 1.36 1.21  -0.3576
N: 0.53 2.20 0.20  0.2367
N: 1.38 2.17 -0.70  -0.6774
C: 1.82 1.01 -1.30  0.4612
O: 1.44 -0.11 -0.89  -0.8078
C: 2.76 1.16 -2.40  0.6274
C: 3.51 0.05 -2.79  -0.4249
C: 4.36 0.13 -3.88  -0.6202
C: 4.44 1.32 -4.60  -0.3436
C: 3.70 2.43 -4.21  -0.6838
C: 2.87 2.36 -3.11  -0.2401
H: -3.19 -0.32 3.80  0.4800
H: -3.95 1.93 4.50  0.4214
H: -2.85 3.95 3.62  0.4438
H: -0.90 3.77 2.10  0.4613
H: 1.08 0.96 1.76  0.7304
H: 3.43 -0.87 -2.22  0.3998
H: 4.94 -0.73 -4.17  0.4058
H: 5.09 1.38 -5.46  0.4033
H: 3.76 3.35 -4.77  0.3944
H: 2.29 3.22 -2.79  0.4250
C: -1.61 -2.46 -1.60  -1.0918
C: -2.80 -1.73 -1.01  -0.3667
O: -2.51 -0.36 -0.68  -0.1751
C: -2.76 0.57 -1.74  -0.3523
C: -2.80 1.98 -1.17  -0.9967
H: -1.84 -3.51 -1.72  0.4256
H: -0.74 -2.40 -0.92  0.3208
H: -1.33 -2.05 -2.57  0.3324
H: -3.10 -2.20 -0.07  0.2912
H: -3.65 -1.75 -1.70  0.4158
H: -3.73 0.33 -2.18  0.3844
H: -1.99 0.48 -2.51  0.2688
H: -3.44 1.99 -0.29  0.2436
H: -3.21 2.66 -1.91  0.4513
H: -1.81 2.33 -0.89  0.1003

---

Record 3
DFT (ωB97M-V with the def2-TZVPD basis set) results for a cluster of 2 separate species, C2H10N3O in total at a distorted geometry.

Calculated values
- charge = +1
- highest occupied orbital energy (eV) = -13.455
- LUMO level (eV) = -3.48
- energy relative to the best compared isomer or geometry (same formula, charge and spin) (kJ/mol) = 478.3
- DFT total energy (eV) = -8744.1848

Each line ends with the Mulliken charge.
Element x y z (Å)
C: 2.20 -0.64 -0.52  -0.3672
C: 0.81 -0.49 -0.10  -0.0315
N: 0.22 -0.66 1.08  -0.2259
N: -3.13 0.44 -0.13  -0.2781
N: 2.53 0.79 -0.26  -0.5181
O: -1.82 0.09 -0.10  -0.6869
H: 2.65 -1.33 0.23  0.3122
H: 2.20 -1.02 -1.55  0.3077
H: 0.10 -0.19 -0.90  0.4095
H: 0.66 -0.78 1.95  0.2271
H: -0.76 -0.39 1.09  0.3070
H: -3.36 0.44 -1.17  0.3339
H: -3.76 -0.06 0.45  0.2999
H: 2.43 1.01 0.74  0.2950
H: 2.08 1.33 -0.92  0.2743
H: -3.07 1.46 0.09  0.3412

---

Record 4
DFT (ωB97M-V with the def2-TZVPD basis set) results for an isolated molecule of H11NSi4 at a distorted geometry.

Calculated values
- SMILES string = N[SiH2][SiH2][SiH2][SiH3]
- charge = 0
- highest occupied orbital energy (eV) = -8.926
- LUMO level (eV) = 0.36
- energy relative to the best compared isomer or geometry (same formula, charge and spin) (kJ/mol) = 0.0
- DFT total energy (eV) = -33177.3458

Each line ends with the Mulliken charge.
Element x y z (Å)
N: 2.57 1.14 -0.32  -0.4638
Si: -2.49 1.33 -0.05  0.3384
Si: 2.45 -0.40 0.46  0.2488
Si: -1.87 -0.87 0.27  0.2353
Si: 0.17 -1.56 -0.59  0.1741
H: 1.83 1.81 -0.18  0.2266
H: 3.46 1.62 -0.31  0.2359
H: -3.91 1.53 -0.31  -0.1329
H: -1.78 1.92 -1.20  -0.1194
H: -2.16 2.18 1.10  -0.1144
H: 2.33 -0.34 1.92  -0.0904
H: 3.71 -1.08 0.12  -0.1196
H: -2.98 -1.72 -0.21  -0.1079
H: -1.86 -1.15 1.72  -0.1062
H: 0.18 -1.42 -2.06  -0.0928
H: 0.36 -3.00 -0.35  -0.1114

---

Record 5
DFT (ωB97M-V with the def2-TZVPD basis set) results for a structure of composition C28H21BrCl3F4N5OPb.

Calculated values
- charge = 0
- highest occupied orbital energy (eV) = -7.048
- LUMO level (eV) = -0.41
- energy relative to the best compared isomer or geometry (same formula, charge and spin) (kJ/mol) = 31.8
- DFT total energy (eV) = -162601.1025

Each line ends with the Mulliken charge.
Element x y z (Å)
Pb: -0.70 -0.25 -0.32  1.3501
Br: 4.92 -2.99 -5.28  -0.2292
C: 3.45 -2.28 -4.32  -0.2734
C: 2.47 -1.55 -5.01  -0.4409
C: 1.40 -1.03 -4.33  -0.6327
C: 1.23 -1.22 -2.93  0.2436
O: 0.19 -0.70 -2.36  -0.5777
C: 2.24 -1.96 -2.25  0.4696
C: 2.24 -2.25 -0.84  -0.4441
N: 1.38 -1.86 0.03  0.1350
C: 1.49 -2.36 1.34  -0.3177
C: 1.85 -3.66 1.62  -0.3333
C: 1.94 -4.13 2.95  -0.8062
C: 1.65 -3.31 4.00  -0.9172
C: 1.24 -1.98 3.75  1.0997
C: 0.91 -1.08 4.79  -0.8001
C: 0.50 0.19 4.49  -0.9735
C: 0.40 0.56 3.13  -0.2994
N: 0.70 -0.25 2.15  0.0741
C: 1.13 -1.50 2.43  0.2769
C: 3.33 -2.48 -2.98  -0.7177
H: 2.57 -1.38 -6.07  0.4109
H: 0.64 -0.46 -4.84  0.4412
H: 3.08 -2.87 -0.51  0.5299
H: 2.06 -4.34 0.81  0.6288
H: 2.23 -5.15 3.12  0.3987
H: 1.72 -3.66 5.02  0.4009
H: 0.98 -1.41 5.82  0.4500
H: 0.25 0.91 5.26  0.4684
H: 0.06 1.55 2.86  0.4522
H: 4.09 -3.04 -2.45  0.4396
C: -3.23 2.33 0.50  -0.7948
N: -3.19 1.08 -0.23  0.5415
C: -4.27 0.20 0.20  -0.8927
C: -3.22 1.29 -1.67  -1.1874
C: -1.95 1.95 -2.25  -0.8977
N: -0.80 1.84 -1.36  0.0763
C: 0.35 2.43 -1.79  0.1915
C: 1.45 2.46 -0.91  -0.0263
F: 1.29 1.87 0.29  -0.0773
C: 2.67 3.02 -1.20  -0.0240
F: 3.63 2.98 -0.27  -0.3299
C: 2.90 3.64 -2.42  -0.5764
C: 1.85 3.63 -3.31  0.1131
F: 2.01 4.19 -4.52  -0.3322
C: 0.63 3.05 -3.03  0.5698
F: -0.29 3.09 -4.03  -0.3792
H: -4.19 2.85 0.37  0.3083
H: -2.42 2.98 0.16  0.2557
H: -3.09 2.14 1.57  0.0295
H: -5.26 0.63 -0.02  0.3377
H: -4.19 0.02 1.27  0.0775
H: -4.19 -0.76 -0.31  0.3030
H: -4.10 1.90 -1.95  0.3682
H: -3.37 0.31 -2.14  0.4253
H: -2.16 3.00 -2.46  0.5390
H: -1.76 1.47 -3.21  0.3746
H: 3.85 4.09 -2.66  0.5070
Cl: -3.05 -0.76 6.22  -0.0970
C: -3.65 -0.14 4.67  0.7742
Cl: -5.34 -0.61 4.43  -0.0964
Cl: -3.49 1.62 4.62  -0.0955
C: -2.85 -0.71 3.59  -0.3174
N: -2.22 -1.15 2.74  -0.1742

---

Record 6
DFT (ωB97M-V with the def2-TZVPD basis set) results for a cluster of 4 separate species, CH9NO5 in total at a distorted geometry.

Calculated values
- 2S+1 = 2
- charge = +1
- expectation value of S² = 0.7812
- highest occupied orbital energy (spin up / spin down) (eV) = -14.093 / -14.093
- LUMO level (spin up / spin down) (eV) = -4.17 / -9.94
- energy relative to the best compared isomer or geometry (same formula, charge and spin) (kJ/mol) = 81.2
- DFT total energy (eV) = -12900.7660

Each line ends with the Mulliken charge.
Element x y z (Å)
N: -0.83 0.46 -0.18  0.0732
C: -1.34 1.57 0.50  0.6161
O: -2.56 1.38 1.19  -0.3989
O: -0.62 2.52 0.68  -0.2466
H: -1.19 -0.43 -0.01  0.2674
H: 0.20 0.52 -0.46  0.3206
H: -2.83 2.16 1.70  0.3791
H: 1.81 -2.08 -0.95  0.3146
H: 0.98 -1.19 -1.96  0.3417
O: 1.44 -1.22 -1.09  -0.6513
H: 3.37 1.02 0.19  0.2833
H: 3.48 2.33 1.10  0.3201
O: 3.86 1.77 0.41  -0.6055
H: -2.67 -2.83 -0.04  0.3409
H: -1.32 -3.45 -0.60  0.3407
O: -1.78 -2.53 -0.47  -0.6957

---

Record 7
DFT (ωB97M-V with the def2-TZVPD basis set) results for a structure of composition C30H24F5N6SSn.

Calculated values
- charge = +3
- highest occupied orbital energy (eV) = -16.792
- LUMO level (eV) = -9.58
- DFT total energy (eV) = -70670.7889

Each line ends with the Mulliken charge.
Element x y z (Å)
Sn: 0.82 -0.04 0.13  1.2025
C: 1.56 -2.45 -3.85  -1.2617
C: 0.48 -3.32 -3.82  -0.7240
C: -0.30 -3.39 -2.68  -0.7337
C: 0.02 -2.59 -1.59  0.7512
N: 1.05 -1.72 -1.63  0.3918
C: 1.79 -1.66 -2.74  0.1417
C: -0.65 -2.70 -0.28  0.4952
C: -1.61 -3.65 0.03  -0.8973
C: -2.04 -3.77 1.34  -1.0307
C: -1.47 -2.99 2.34  -0.8688
C: -0.52 -2.05 1.97  0.7343
N: -0.19 -1.89 0.68  0.1582
C: 0.27 -1.23 2.92  0.7570
C: 0.17 -1.36 4.30  -0.9651
C: 1.00 -0.61 5.12  -0.6689
C: 1.92 0.25 4.54  -1.1128
C: 1.96 0.34 3.16  0.0425
N: 1.16 -0.38 2.37  0.4454
H: 2.21 -2.38 -4.71  0.5190
H: 0.25 -3.94 -4.68  0.5215
H: -1.14 -4.07 -2.64  0.4722
H: 2.61 -0.94 -2.75  0.3921
H: -2.01 -4.31 -0.73  0.4828
H: -2.80 -4.50 1.60  0.5055
H: -1.75 -3.12 3.37  0.5046
H: -0.54 -2.05 4.73  0.4668
H: 0.93 -0.70 6.19  0.5048
H: 2.59 0.85 5.14  0.4902
H: 2.65 1.01 2.68  0.2952
N: 3.05 -0.39 0.01  -0.4213
C: 3.75 0.81 -0.53  -0.2788
C: 3.31 2.04 0.25  -0.7656
N: 1.83 2.04 0.39  -0.4293
H: 3.42 -0.61 0.94  0.3370
H: 3.24 -1.21 -0.56  0.3027
H: 3.47 0.91 -1.58  0.1185
H: 4.83 0.69 -0.47  0.5455
H: 3.65 2.94 -0.25  0.4656
H: 3.76 2.04 1.25  0.3457
H: 1.40 2.53 -0.40  0.3474
H: 1.53 2.53 1.23  0.3213
N: -0.94 1.08 1.35  -0.1889
C: -1.89 1.63 1.71  0.3923
C: -3.05 2.31 2.15  0.3909
C: -2.92 3.54 2.80  -0.4138
C: -4.06 4.20 3.21  -0.7448
C: -5.31 3.64 2.98  -0.3473
C: -5.44 2.42 2.33  -0.7305
C: -4.31 1.74 1.91  -0.3976
H: -1.94 3.97 2.97  0.4309
H: -3.98 5.16 3.72  0.4301
H: -6.20 4.17 3.30  0.4328
H: -6.42 2.00 2.15  0.4228
H: -4.40 0.80 1.39  0.4651
F: 1.32 0.47 -6.98  -0.2634
C: 0.89 0.59 -5.74  0.8224
C: -0.25 -0.10 -5.33  0.1677
F: -0.89 -0.89 -6.18  -0.3120
C: -0.68 0.01 -4.02  0.5055
F: -1.75 -0.69 -3.65  -0.4380
C: 0.00 0.80 -3.10  0.2306
S: -0.65 1.04 -1.48  -0.2523
C: 1.13 1.48 -3.54  -0.0775
F: 1.82 2.24 -2.67  -0.4123
C: 1.59 1.38 -4.84  0.2615
F: 2.68 2.03 -5.22  -0.2749

---

Record 8
DFT (ωB97M-V with the def2-TZVPD basis set) results for a cluster of 17 separate species, C20H40BCl32F2NO5P2 in total at a distorted geometry.

Calculated values
- charge = 0
- highest occupied orbital energy (eV) = -9.632
- LUMO level (eV) = -0.19
- energy relative to the best compared isomer or geometry (same formula, charge and spin) (kJ/mol) = 66.2
- DFT total energy (eV) = -458525.4532

Each line ends with the Mulliken charge.
Element x y z (Å)
C: -1.51 -0.72 1.28  -0.4957
C: -1.96 -0.68 -0.17  0.7121
O: -0.89 -0.78 -1.13  -0.4543
B: -0.93 0.22 -2.04  0.5947
O: -1.29 0.00 -3.33  -0.4540
P: -0.51 2.01 -1.31  0.0277
P: 1.25 2.71 -2.41  0.5576
O: 1.22 4.16 -2.70  -0.5855
N: -1.85 3.03 -1.87  0.4102
C: -1.87 3.53 -3.16  0.5311
O: -2.47 4.53 -3.55  -0.5970
F: -1.15 2.76 -3.98  -0.1690
C: -2.19 4.07 -0.96  0.3303
O: -1.45 4.88 -0.43  -0.4305
F: -3.49 4.00 -0.70  -0.2371
H: -2.03 -1.54 1.75  0.1382
H: -0.45 -0.87 1.36  0.3113
H: -1.77 0.20 1.76  -0.2206
H: -2.55 0.21 -0.34  0.3254
H: -2.61 -1.50 -0.38  -0.5037
H: -0.70 0.37 -3.97  0.2914
H: 1.42 1.90 -3.55  -0.0208
H: 2.31 2.35 -1.57  -0.0155
C: -4.50 5.88 2.44  0.0303
Cl: -6.16 6.17 2.96  -0.1712
Cl: -3.59 4.95 3.64  -0.1182
H: -4.51 5.31 1.52  0.0325
H: -4.01 6.83 2.30  0.2318
C: 2.22 -3.17 -1.07  -0.5214
Cl: 2.63 -1.77 -2.08  -0.0179
Cl: 1.79 -2.73 0.59  -0.1303
H: 1.39 -3.70 -1.52  0.2169
H: 3.10 -3.81 -1.03  0.4164
C: -4.49 -3.95 0.60  -0.3933
Cl: -4.35 -3.46 -1.10  -0.2989
Cl: -2.95 -3.87 1.47  -0.0869
H: -5.20 -3.30 1.09  0.3383
H: -4.83 -4.98 0.62  0.3497
C: 5.35 -1.42 -5.18  -0.3148
Cl: 3.88 -0.54 -4.74  -0.0611
Cl: 5.28 -3.12 -4.69  -0.1422
H: 5.46 -1.37 -6.26  0.3258
H: 6.18 -0.95 -4.69  0.1829
C: -6.84 -5.13 -3.27  0.3121
Cl: -7.74 -6.30 -2.29  -0.1640
Cl: -6.24 -5.84 -4.77  -0.1565
H: -7.49 -4.31 -3.51  0.2766
H: -5.99 -4.79 -2.69  -0.2135
C: -1.90 7.76 5.24  0.6620
Cl: -1.77 8.03 6.99  -0.1848
Cl: -2.80 9.05 4.43  -0.1849
H: -0.91 7.72 4.82  -0.2108
H: -2.43 6.83 5.09  -0.0782
C: 0.96 -6.77 0.49  0.3155
Cl: 2.61 -6.16 0.64  -0.1422
Cl: -0.28 -5.51 0.38  -0.0734
H: 0.91 -7.35 -0.43  -0.2849
H: 0.75 -7.38 1.35  0.2393
C: 1.99 7.47 5.91  0.1808
Cl: 3.09 8.85 6.02  -0.1773
Cl: 1.57 7.08 4.24  -0.1434
H: 2.48 6.60 6.35  0.1709
H: 1.08 7.71 6.45  -0.0508
C: 6.69 -0.92 -0.98  -0.3117
Cl: 5.57 -1.79 0.07  -0.1160
Cl: 5.87 0.25 -2.03  -0.1405
H: 7.39 -0.38 -0.36  0.3300
H: 7.21 -1.63 -1.61  0.2422
C: 1.89 -7.74 -3.90  -0.1712
Cl: 1.45 -8.60 -2.41  -0.2101
Cl: 1.40 -6.04 -3.83  -0.1313
H: 2.96 -7.78 -4.01  0.2009
H: 1.40 -8.22 -4.73  0.2571
C: 3.24 4.74 1.12  -0.3938
Cl: 4.29 3.83 0.01  -0.1459
Cl: 1.53 4.54 0.76  -0.0075
H: 3.43 4.40 2.12  0.2578
H: 3.49 5.79 1.02  0.3173
C: -0.47 2.56 4.86  -0.5795
Cl: 0.60 3.97 4.86  -0.0321
Cl: -0.94 2.09 3.23  -0.0668
H: 0.05 1.73 5.33  0.3645
H: -1.36 2.80 5.42  0.2891
C: 0.58 5.01 9.17  -0.2194
Cl: 1.54 4.06 8.03  -0.1405
Cl: -1.15 4.85 8.87  -0.1416
H: 0.79 4.68 10.18  0.3121
H: 0.85 6.05 9.05  0.1948
C: -0.98 6.10 -6.50  0.0869
Cl: -1.65 7.62 -7.12  -0.1703
Cl: -0.74 4.91 -7.78  -0.1710
H: -0.03 6.31 -6.04  0.2573
H: -1.67 5.69 -5.77  -0.0057
C: -2.02 -7.69 4.38  -0.3230
Cl: -2.76 -6.18 3.83  -0.0846
Cl: -1.87 -8.89 3.09  -0.1580
H: -1.04 -7.47 4.79  0.2592
H: -2.66 -8.12 5.14  0.3201
C: 3.95 -9.94 -6.69  -0.2510
Cl: 3.77 -10.18 -4.95  -0.1370
Cl: 3.02 -8.57 -7.29  -0.1415
H: 4.99 -9.77 -6.91  0.2767
H: 3.60 -10.84 -7.19  0.2765

---

Which formula does entry 1 have?
C10H20BN

---

Which value of charge does entry 2 give?
+1

---

What is the DFT total energy in the fifth record?
-162601.1025 eV